69
Properties=species:S:1:pos:R:3:forces:R:3:lowdin_charge:R:1 method="wB97M-V/def2-TZVPD" smiles="CC(C)C[C@H](NC(=O)c1nc[nH]c1C(=O)N1CCN(c2ccccc2)CC1)C(=O)OC(C)(C)C" homo_energy_ha=-0.280 lumo_energy_ev=0.630 relative_energy_ev=1.306 homo_lumo_gap_ev=8.260 total_energy_ha=-1548.46957 spin_multiplicity=1
O -0.5927 1.0371 3.1292 -0.057 0.117 0.080 0.1192
O 3.4759 -2.0650 -2.4789 0.210 -0.139 0.061 0.0565
O -0.0464 -1.3912 -0.1009 -0.001 0.011 -0.226 0.0656
O -2.7584 0.4007 3.0226 -0.447 -0.087 -0.004 0.0373
N 0.2382 -1.3478 2.1462 -0.127 0.024 0.260 0.1211
N 4.2484 -1.6350 0.1976 -0.111 0.068 -0.149 0.1378
N 1.9551 -0.4091 -2.2538 -0.017 -0.011 -0.067 -0.0318
N 2.8983 -1.6862 1.9270 -0.144 -0.044 0.347 0.1176
N 1.3950 2.0269 -3.6171 0.287 0.135 0.055 -0.1040
C 2.8187 -1.3153 -1.7659 -0.014 0.017 -0.202 -0.3919
C 2.1570 -1.4553 0.8019 0.761 0.028 -0.624 -0.1473
C -1.2453 -3.6546 3.2441 -0.224 0.013 0.148 -0.4287
C 1.6421 -0.4103 -3.6669 0.221 -0.067 -0.466 -0.0935
C -1.9775 -4.1257 1.9904 0.285 0.094 0.126 -0.0623
C -2.3072 3.4943 -4.9498 -0.154 0.064 0.026 -0.1096
C 0.6860 -1.3827 0.8753 -0.205 -0.087 0.215 -0.4223
C -1.1538 -1.2150 2.4712 -0.152 0.138 -0.028 -0.2082
C -1.5722 -2.1938 3.5756 0.213 -0.174 -0.299 -0.1167
C -1.2939 3.1911 -5.8441 -0.019 -0.046 -0.014 -0.0933
C -4.8297 1.4356 3.4277 0.439 -0.106 -0.054 -0.0210
C -0.8857 2.7846 -3.1435 0.152 -0.088 0.107 -0.0317
C -2.9429 2.7617 2.4280 0.116 -0.282 0.089 -0.0175
C 0.1434 2.4692 -4.0348 -0.201 0.211 -0.086 -0.2284
C 4.1344 -1.7917 1.5343 0.118 0.002 0.058 -0.1608
C -1.4520 0.2213 2.9144 0.510 -0.360 -0.297 -0.4391
C -3.3206 1.6770 3.4351 -0.196 0.563 0.199 -0.5639
C 2.0382 0.9281 -4.3062 -0.068 -0.374 -0.047 -0.1293
C 1.7414 2.0040 -2.2165 -0.089 -0.148 0.302 -0.1357
C -2.8381 2.0328 4.8401 0.100 -0.175 -0.243 -0.0172
C -2.0883 3.2921 -3.5995 -0.115 0.068 -0.101 -0.0925
C 1.3509 0.6824 -1.5303 -0.143 0.537 0.146 -0.1218
C -0.0876 2.6934 -5.3971 0.017 -0.099 -0.060 -0.0313
C 2.9964 -1.3990 -0.2981 -0.456 -0.143 0.430 -0.0894
C -1.6132 -4.5360 4.4365 0.187 0.138 -0.186 -0.0816
H -1.4403 3.3533 -6.9023 0.004 0.017 -0.080 0.1016
H -2.6825 -4.4845 4.6313 -0.153 -0.015 0.052 0.0800
H 0.9271 -1.2738 2.8806 0.024 -0.009 -0.061 0.1392
H 1.7603 0.9171 -5.3578 0.063 0.013 0.033 0.1097
H -2.6455 -2.0844 3.7394 -0.016 0.002 0.080 0.1266
H 4.9674 -1.9743 2.1832 0.241 -0.037 0.054 0.1211
H 0.2646 0.5499 -1.5327 0.100 0.032 0.059 0.1195
H 5.0707 -1.7242 -0.3792 -0.046 -0.037 0.042 0.1663
H -3.0662 1.2230 5.5300 -0.058 -0.057 0.093 0.0919
H -3.3385 2.9353 5.1795 -0.097 0.089 0.039 0.0903
H -1.0852 -4.2157 5.3319 0.028 0.004 0.147 0.0746
H -3.0488 -3.9622 2.0894 -0.173 0.013 -0.005 0.0859
H 2.8309 2.1185 -2.1527 -0.067 0.018 0.068 0.1289
H -0.7655 2.6274 -2.0831 0.047 -0.043 0.083 0.0959
H -5.3531 2.3431 3.7134 -0.043 0.110 0.035 0.0888
H 0.5630 -0.5635 -3.7838 0.033 0.000 -0.007 0.1414
H -3.2498 3.8852 -5.3010 -0.077 0.034 -0.024 0.0960
H -1.8692 2.9278 2.4357 0.015 0.060 -0.011 0.0796
H -5.0848 0.6441 4.1272 -0.053 -0.075 0.092 0.0870
H -3.4451 3.6900 2.6853 -0.095 0.091 0.026 0.0903
H -1.8067 -5.1886 1.8360 -0.016 -0.113 -0.059 0.0784
H -5.1534 1.1360 2.4347 -0.066 -0.012 -0.113 0.0880
H -1.7652 2.2036 4.8408 0.015 0.041 0.042 0.0800
H -1.6227 -3.5997 1.1085 -0.024 0.051 -0.182 0.0685
H -1.7172 -1.4063 1.5517 0.049 0.039 0.166 0.1533
H -3.2451 2.4618 1.4270 -0.067 0.005 -0.109 0.0916
H -1.0564 -1.9147 4.4986 -0.032 0.039 0.108 0.1301
H -2.8664 3.5227 -2.8858 -0.051 0.013 0.056 0.1013
H -0.1675 -3.7370 3.0685 -0.046 0.008 0.023 0.1322
H 1.6984 0.6885 -0.4982 -0.066 0.026 -0.093 0.1236
H -1.3514 -5.5725 4.2389 -0.001 -0.134 0.020 0.0751
H 2.1831 -1.2373 -4.1292 -0.130 0.094 0.024 0.1240
H 0.6945 2.4970 -6.1147 0.084 0.005 -0.034 0.1033
H 3.1232 1.0612 -4.2319 -0.046 -0.057 -0.063 0.1311
H 1.2849 2.8498 -1.7037 0.039 -0.012 0.006 0.1205